No. 1
Below is a single C5H6O molecule, with properties calculated with the ωB97M-V functional and the def2-TZVPD basis.

Each line ends with the natural charge from an NBO analysis.
CARTESIAN COORDINATES (ANGSTROEM)
C: 0.221 0.655 2.627  -0.6904
C: -0.031 0.269 1.238  0.0764
C: -0.217 -0.062 0.092  -0.0997
C: -0.362 -0.320 -1.315  0.2626
O: -1.631 -0.178 -1.797  -0.6571
C: 0.644 -0.609 -2.149  -0.5039
H: 1.097 0.128 3.018  0.2400
H: 0.412 1.731 2.709  0.2397
H: -0.636 0.415 3.265  0.2389
H: 0.484 -0.463 -3.214  0.1955
H: 1.612 -0.947 -1.817  0.2185
H: -1.594 -0.620 -2.658  0.4795

Cartesian forces (eV/Å) of the 6 atoms listed first:
C -0.010 0.001 0.048
C -0.069 -0.209 -0.503
C 0.114 0.063 0.458
C 0.391 -0.050 -0.025
O -0.046 0.041 -0.065
C 0.025 0.085 0.087

Calculated values
E_tot = -7327.190 eV
E_LUMO = 0.9 eV
Relative energy (zero: lowest compared OMol25 entry of this formula, charge and spin) = 202.1 kJ/mol
Molecular weight = 82.102 g mol⁻¹
Frontier orbital gap = 9.56 eV

No. 2
Below is a 2-piece molecular cluster, C3H7FO overall in a non-equilibrium geometry, with properties calculated with the ωB97M-V functional and the def2-TZVPD basis.

Each line ends with the natural charge from an NBO analysis.
CARTESIAN COORDINATES (ANGSTROEM)
C: 1.501 1.764 0.114  -0.8283
C: -2.481 -1.414 -0.067  0.4034
C: -1.397 -0.394 -0.100  -0.0598
O: -2.529 -2.387 -0.762  -0.4955
F: -1.680 0.779 0.443  -0.3308
H: 1.698 2.465 0.832  0.2114
H: 1.966 0.962 0.375  0.1966
H: 0.459 1.416 -0.010  0.2104
H: -0.639 -0.851 0.568  0.1855
H: -3.187 -1.228 0.763  0.1084
H: -0.859 -0.332 -1.053  0.1912
H: 2.007 2.122 -0.832  0.2075

Cartesian forces (eV/Å) of the 6 atoms listed first:
C -2.395 2.571 -4.302
C -0.526 0.364 0.359
C 2.379 -2.330 -0.358
O 0.071 -0.103 -0.205
F -1.149 1.942 0.502
H -0.213 1.949 1.899

Calculated values
E_tot = -7987.830 eV
E_LUMO = 0.8 eV
Relative energy (zero: lowest compared OMol25 entry of this formula, charge and spin) = 121.9 kJ/mol
Molecular weight = 78.086 g mol⁻¹
Frontier orbital gap = 11.16 eV

No. 3
Below is a 2-piece molecular cluster, C3H9N4 overall in a non-equilibrium geometry, with properties calculated with the ωB97M-V functional and the def2-TZVPD basis.

Each line ends with the natural charge from an NBO analysis.
CARTESIAN COORDINATES (ANGSTROEM)
C: 0.272 -2.714 -0.801  -0.0469
C: -1.594 0.733 1.646  -0.0629
C: 0.740 1.874 -0.405  -0.3897
N: -0.090 -1.923 0.082  -0.0125
N: -1.534 -0.373 1.010  -0.0538
N: 0.904 0.443 -0.839  -0.8816
N: -0.972 -1.395 0.689  0.2123
H: -0.267 -2.792 -1.742  0.2288
H: 1.306 -2.976 -0.856  0.2318
H: -0.935 0.889 2.472  0.2240
H: -2.547 1.311 1.729  0.2541
H: 0.030 1.874 0.519  0.1502
H: 1.670 2.118 -0.060  0.1998
H: 0.202 2.378 -1.205  0.2214
H: 1.141 0.397 -1.895  0.3778
H: 1.674 0.154 -0.343  0.3474

Cartesian forces (eV/Å) of the 6 atoms listed first:
C 0.510 0.360 -2.066
C -1.529 -1.183 0.859
C -3.680 -2.696 0.469
N 0.508 0.766 0.171
N 0.421 1.591 -1.320
N -2.111 1.308 -3.094

Calculated values
E_tot = -9204.349 eV
E_LUMO = -4.9 eV
Total charge = +1
Relative energy (zero: lowest compared OMol25 entry of this formula, charge and spin) = 701.7 kJ/mol
Molecular weight = 101.133 g mol⁻¹
Frontier orbital gap = 8.53 eV

No. 4
Below is a single CH4S3 molecule in a non-equilibrium geometry, with properties calculated with the ωB97M-V functional and the def2-TZVPD basis.

Each line ends with the natural charge from an NBO analysis.
CARTESIAN COORDINATES (ANGSTROEM)
C: 0.335 0.125 -0.384  -0.5489
S: 0.988 -1.460 -0.073  0.0686
S: 1.213 1.373 0.504  0.0745
S: -1.822 0.066 0.230  -0.2112
H: 0.316 0.295 -1.466  0.2392
H: 1.463 -1.230 1.290  0.1487
H: 0.777 2.442 0.075  0.1088
H: -2.186 -0.547 -0.917  0.1203

Cartesian forces (eV/Å) of the 6 atoms listed first:
C -2.549 0.447 0.248
S 1.252 -0.313 2.037
S 1.877 -3.221 1.922
S 2.333 0.301 -1.035
H -0.319 -0.046 0.410
H -0.877 -0.283 -2.139

Calculated values
E_tot = -33605.847 eV
E_LUMO = 0.1 eV
Relative energy (zero: lowest compared OMol25 entry of this formula, charge and spin) = 159.5 kJ/mol
Molecular weight = 112.244 g mol⁻¹
Frontier orbital gap = 8.91 eV

No. 5
Below is a 5-piece molecular cluster, C40H62FN5O10P overall in a non-equilibrium geometry, with properties calculated with the ωB97M-V functional and the def2-TZVPD basis.

Each line ends with the Löwdin charge.
CARTESIAN COORDINATES (ANGSTROEM)
C: -2.194 4.386 -0.023  0.0973
C: -1.022 4.202 -0.185  -0.1245
C: 0.292 3.753 -0.651  -0.1072
C: 0.782 2.436 0.017  -0.4933
O: 2.219 2.588 0.088  0.0109
O: 0.403 2.345 1.317  -0.1829
P: 0.177 0.724 1.971  0.7786
C: 0.053 -1.169 2.520  -0.2756
N: 0.339 -2.172 1.446  -0.0201
C: -1.728 0.982 1.708  -0.1839
C: -2.552 -0.147 1.054  -0.2161
C: -3.754 -0.510 1.935  -0.2734
O: -3.349 -1.108 3.163  -0.1060
C: -0.119 1.420 3.729  -0.2333
C: -0.723 0.646 4.721  -0.0911
C: -0.924 1.234 5.960  -0.1027
C: -0.546 2.532 6.238  -0.1932
N: 0.035 3.293 5.308  0.0500
C: 0.234 2.709 4.122  -0.1471
C: 2.071 0.474 2.274  -0.2655
C: 2.916 0.015 1.265  -0.0605
C: 4.264 -0.178 1.523  -0.0711
C: 4.726 0.103 2.804  -0.1007
C: 3.808 0.528 3.739  -0.1663
N: 2.504 0.713 3.518  0.0932
O: 0.259 0.131 0.289  -0.1861
C: 0.318 1.079 -0.666  -0.4111
N: -0.952 1.381 -1.385  0.2055
C: -1.355 0.515 -2.238  -0.3733
C: -1.961 1.006 -3.535  -0.0306
C: -1.342 -0.987 -2.067  -0.0121
C: 1.289 0.774 -1.822  -0.2679
O: 1.633 -0.331 -2.128  0.1413
N: 1.906 1.895 -2.600  0.1686
C: 1.447 1.970 -3.915  -0.5340
O: 1.754 1.300 -4.846  0.1553
F: 0.584 2.977 -4.095  0.1168
H: -3.241 4.522 0.084  0.0154
H: 0.339 3.698 -1.734  0.0935
H: 0.998 4.533 -0.353  0.1224
H: 2.545 3.051 -0.690  0.0759
H: -0.948 -1.428 2.872  0.0470
H: 0.794 -1.367 3.296  0.0758
H: 1.173 -2.699 1.655  0.0495
H: -0.459 -2.778 1.320  0.0339
H: -1.830 1.851 1.061  0.0555
H: -2.262 1.281 2.614  0.0751
H: -3.006 0.216 0.125  0.0959
H: -2.021 -1.070 0.819  0.0859
H: -4.378 -1.214 1.368  0.1038
H: -4.343 0.400 2.093  0.1179
H: -3.408 -0.440 3.853  0.0790
H: -1.068 -0.361 4.541  0.0808
H: -1.417 0.657 6.741  0.0875
H: -0.733 2.955 7.220  0.0858
H: 0.739 3.331 3.390  0.1026
H: 2.573 -0.212 0.269  0.0886
H: 4.913 -0.511 0.722  0.0970
H: 5.771 -0.022 3.060  0.0860
H: 4.174 0.739 4.744  0.0947
H: -2.882 0.452 -3.741  0.0767
H: -1.246 0.709 -4.309  0.0827
H: -2.101 2.081 -3.507  0.0769
H: -0.438 -1.379 -1.605  0.0775
H: -2.225 -1.234 -1.477  0.0787
H: -1.499 -1.453 -3.044  0.0778
H: 2.897 1.654 -2.640  0.1410
C: 4.797 -1.102 -4.650  -0.1614
C: 6.186 -0.493 -4.809  -0.1685
C: 6.151 0.629 -3.779  -0.1973
O: 5.284 0.190 -2.724  -0.1464
C: 4.572 -0.981 -3.151  -0.1963
H: 4.721 -2.129 -5.007  0.1102
H: 4.063 -0.498 -5.189  0.1059
H: 6.950 -1.229 -4.541  0.1097
H: 6.398 -0.135 -5.817  0.0990
H: 5.731 1.542 -4.205  0.0947
H: 7.137 0.856 -3.369  0.1171
H: 4.981 -1.847 -2.617  0.1199
H: 3.522 -0.877 -2.895  0.0834
C: -4.230 -6.221 1.527  -0.1721
C: -4.479 -5.044 2.464  -0.1763
C: -3.152 -4.304 2.397  -0.1862
O: -2.620 -4.544 1.085  -0.1427
C: -3.366 -5.580 0.448  -0.2111
H: -5.140 -6.670 1.130  0.1077
H: -3.665 -6.998 2.048  0.1115
H: -5.278 -4.414 2.065  0.1031
H: -4.752 -5.338 3.477  0.1076
H: -2.439 -4.698 3.130  0.1250
H: -3.256 -3.233 2.558  0.0907
H: -3.984 -5.124 -0.334  0.1154
H: -2.680 -6.287 -0.020  0.1145
C: -7.625 -1.645 4.469  -0.1671
C: -6.448 -2.488 3.994  -0.1751
C: -5.616 -2.604 5.261  -0.1908
O: -6.540 -2.569 6.358  -0.1395
C: -7.826 -2.166 5.886  -0.2136
H: -8.517 -1.745 3.851  0.1095
H: -7.342 -0.590 4.492  0.1147
H: -6.799 -3.476 3.683  0.1054
H: -5.897 -2.047 3.165  0.0947
H: -4.930 -1.760 5.364  0.1104
H: -5.036 -3.527 5.303  0.1125
H: -8.485 -3.042 5.896  0.1134
H: -8.240 -1.414 6.560  0.1134
C: 4.572 4.148 -7.643  -0.1691
C: 5.745 3.277 -8.075  -0.1710
C: 6.539 3.161 -6.781  -0.2043
O: 5.592 3.228 -5.712  -0.1624
C: 4.322 3.650 -6.228  -0.1920
H: 3.696 4.057 -8.284  0.1124
H: 4.874 5.198 -7.624  0.1126
H: 5.384 2.293 -8.383  0.1136
H: 6.329 3.696 -8.893  0.1091
H: 7.241 3.994 -6.668  0.1173
H: 7.097 2.226 -6.711  0.1095
H: 3.648 2.786 -6.224  0.1100
H: 3.904 4.418 -5.576  0.1209

Cartesian forces (eV/Å) of the 6 atoms listed first:
C -0.210 0.275 0.130
C -0.153 -0.797 -0.988
C -0.100 0.449 0.936
C 0.556 0.808 0.736
O 0.245 -0.684 -0.481
O -0.069 0.100 -0.095

Calculated values
E_tot = -82413.165 eV
E_LUMO = 2.2 eV
Total charge = -1
Molecular weight = 822.933 g mol⁻¹
Frontier orbital gap = 6.59 eV

No. 6
Below is C21H18N3O3RbS6 as an isolated structure in a non-equilibrium geometry, with properties calculated with the ωB97M-V functional and the def2-TZVPD basis.

Each line ends with the natural charge from an NBO analysis.
CARTESIAN COORDINATES (ANGSTROEM)
Rb: -0.237 0.607 0.615  0.9330
O: -1.128 3.566 -2.912  -0.9932
S: -0.833 2.503 -1.959  2.2948
O: -0.603 2.969 -0.598  -1.0235
N: -1.785 1.237 -1.970  -0.9678
C: -3.084 1.328 -1.618  0.1943
C: -3.896 2.443 -1.839  -0.3171
C: -5.223 2.485 -1.430  -0.1688
C: -5.803 1.426 -0.769  -0.2779
C: -5.035 0.278 -0.510  -0.1077
C: -5.537 -0.826 0.213  -0.1422
C: -4.732 -1.913 0.437  -0.2698
C: -3.422 -1.892 -0.061  0.0368
N: -2.916 -0.877 -0.718  -0.4259
C: -3.681 0.202 -0.952  0.1754
C: 0.765 1.840 -2.491  -0.3045
C: 1.834 2.715 -2.393  -0.1828
C: 3.104 2.303 -2.757  -0.2244
C: 3.297 1.012 -3.216  -0.2101
C: 2.223 0.146 -3.340  -0.2200
C: 0.949 0.563 -2.985  -0.1345
H: -3.442 3.294 -2.321  0.2327
H: -5.804 3.382 -1.616  0.1943
H: -6.830 1.474 -0.425  0.1924
H: -6.549 -0.786 0.604  0.1983
H: -5.083 -2.773 0.989  0.2107
H: -2.759 -2.737 0.089  0.1968
H: 1.648 3.716 -2.037  0.2283
H: 3.950 2.975 -2.688  0.2003
H: 4.296 0.685 -3.475  0.1971
H: 2.383 -0.854 -3.721  0.2029
H: 0.098 -0.097 -3.076  0.2375
S: -0.057 -4.532 7.659  -0.2949
C: 0.063 -3.472 6.391  -0.5683
S: -0.250 -1.775 6.520  0.4252
C: 0.189 -1.285 4.864  -0.4133
C: 0.579 -2.311 4.047  -0.4329
S: 1.133 -2.235 2.437  -0.5715
S: 0.535 -3.928 4.792  0.4213
S: 0.095 0.369 4.509  -0.5110
C: 4.880 0.284 0.631  -0.4178
N: 4.214 -0.985 0.449  -0.4335
C: 4.755 -2.108 1.168  -0.4013
C: 2.964 -1.000 -0.048  0.5601
O: 2.387 -0.017 -0.462  -0.6778
H: 5.954 0.116 0.698  0.1836
H: 4.535 0.795 1.535  0.2082
H: 4.657 0.921 -0.223  0.2234
H: 5.755 -2.361 0.797  0.1677
H: 4.097 -2.963 1.038  0.2308
H: 4.813 -1.891 2.239  0.2094
H: 2.538 -2.016 -0.109  0.1373

Cartesian forces (eV/Å) of the 6 atoms listed first:
Rb 0.167 -0.855 0.892
O -0.049 -0.131 0.135
S -0.361 -0.391 -0.829
O 0.035 0.570 0.037
N 1.829 0.409 -0.349
C -0.775 0.607 0.066

Calculated values
E_tot = -98351.767 eV
E_LUMO = 3.7 eV
Total charge = -2
Relative energy (zero: lowest compared OMol25 entry of this formula, charge and spin) = 65.6 kJ/mol
Molecular weight = 638.263 g mol⁻¹
Frontier orbital gap = 3.97 eV

- Which of these has the lowest frontier orbital gap?
  C21H18N3O3RbS6

Copy entry 2 word for word.
Below is a 2-piece molecular cluster, C3H7FO overall in a non-equilibrium geometry, with properties calculated with the ωB97M-V functional and the def2-TZVPD basis.

Each line ends with the natural charge from an NBO analysis.
CARTESIAN COORDINATES (ANGSTROEM)
C: 1.501 1.764 0.114  -0.8283
C: -2.481 -1.414 -0.067  0.4034
C: -1.397 -0.394 -0.100  -0.0598
O: -2.529 -2.387 -0.762  -0.4955
F: -1.680 0.779 0.443  -0.3308
H: 1.698 2.465 0.832  0.2114
H: 1.966 0.962 0.375  0.1966
H: 0.459 1.416 -0.010  0.2104
H: -0.639 -0.851 0.568  0.1855
H: -3.187 -1.228 0.763  0.1084
H: -0.859 -0.332 -1.053  0.1912
H: 2.007 2.122 -0.832  0.2075

Cartesian forces (eV/Å) of the 6 atoms listed first:
C -2.395 2.571 -4.302
C -0.526 0.364 0.359
C 2.379 -2.330 -0.358
O 0.071 -0.103 -0.205
F -1.149 1.942 0.502
H -0.213 1.949 1.899

Calculated values
E_tot = -7987.830 eV
E_LUMO = 0.8 eV
Relative energy (zero: lowest compared OMol25 entry of this formula, charge and spin) = 121.9 kJ/mol
Molecular weight = 78.086 g mol⁻¹
Frontier orbital gap = 11.16 eV